# 1
Computed, not measured: a molecular structure, C44H53FeN5P2S3Si at a distorted geometry, with ωB97M-V/def2-TZVPD.

Output
ΔE to the lowest compared entry with this formula, charge and spin = 99.8 kcal/mol
strongest force on any atom = 3.85 eV/Å
multiplicity = 5
frontier orbital gap (alpha / beta) = 4.5 / 5.6 eV
expectation value of S² = 6.32
LUMO energy (alpha / beta) = -1.31 / -0.13 eV
HOMO (alpha / beta) = -5.8 / -5.8 eV

Positions of all 109 atoms, in Å:
Fe -0.84245 0.44443 -0.95929
C 1.83467 2.27071 4.78645
Si 2.51619 1.08421 3.48662
C 3.68005 -0.03006 4.46452
C 3.58966 2.07934 2.31816
C 1.00590 0.38239 2.68643
C 0.05723 -0.07283 3.64398
C -1.25417 -0.13340 3.34236
C -1.80762 -0.24392 1.97547
N -0.79745 0.18780 0.99718
C 0.45817 0.45270 1.35976
S 1.38219 1.08531 0.02978
H 2.60368 2.74062 5.42051
H 1.07821 1.80934 5.39471
H 1.40057 3.11546 4.22369
H 4.34987 0.62948 5.03150
H 4.29770 -0.59787 3.79264
H 3.17934 -0.76904 5.13594
H 4.45225 2.46092 2.83391
H 3.00313 2.94591 1.97083
H 3.82513 1.57092 1.37855
H 0.40813 -0.35616 4.63044
H -1.92846 -0.28217 4.14616
H -2.02334 -1.33839 1.79795
N -1.87116 -1.17871 -1.64422
C -1.23372 -2.36981 -2.32417
C -1.71132 -2.74589 -3.57212
C -1.28916 -3.93739 -4.17163
C -0.26274 -4.62657 -3.53584
C 0.23223 -4.25965 -2.26733
C -0.17535 -3.03773 -1.65722
P 0.54049 -2.49673 -0.11836
C 2.22679 -2.97569 -0.26747
C 2.61974 -4.29604 -0.03087
C 3.96994 -4.62403 -0.17567
C 4.91970 -3.67969 -0.52306
C 4.53830 -2.35147 -0.71947
C 3.20613 -2.00365 -0.63644
C -0.09511 -3.65360 1.12985
C -1.36957 -4.22264 1.00884
C -1.73583 -5.27551 1.82681
C -0.95388 -5.64928 2.90115
C 0.30090 -5.03701 3.07009
C 0.73624 -4.06209 2.21875
H -2.39165 -0.67112 -2.33930
H -2.55063 -1.45554 -0.95828
H -2.45218 -2.12349 -4.07308
H -1.67616 -4.32031 -5.15687
H 0.15013 -5.51850 -4.01754
H 0.88143 -4.95764 -1.72337
H 1.90915 -5.08720 0.22282
H 4.21388 -5.66556 -0.01461
H 5.95557 -3.95453 -0.55273
H 5.24495 -1.55881 -0.96063
H 2.87755 -0.96296 -0.69702
H -2.04138 -3.83847 0.20984
H -2.63316 -5.83582 1.62798
H -1.30256 -6.44777 3.57172
H 0.96585 -5.36688 3.85771
H 1.69338 -3.55460 2.38428
S -6.61616 -1.47788 1.37476
C -5.19999 -2.24361 0.73506
N -4.08405 -1.53847 0.77690
C -4.31284 -0.32600 1.40940
C -3.12158 0.56201 1.71372
C -3.48681 1.48932 2.78558
C -4.81675 1.79132 3.04934
C -5.90963 1.05777 2.60161
C -5.65445 -0.09987 1.86936
H -5.23291 -3.24730 0.36135
H -2.89894 1.17739 0.81803
H -2.70790 2.03873 3.29774
H -5.04364 2.62047 3.75823
H -6.88239 1.30909 3.00908
C 0.15546 6.78048 -0.89252
C -0.32294 5.60397 -0.12959
C -0.08171 5.53039 1.25623
C -0.63493 4.46771 1.94067
N -1.26387 3.48215 1.28326
C -1.46142 3.63753 -0.04758
S -2.38389 2.36840 -0.91963
N -1.02926 4.67064 -0.78775
H 1.25733 6.81056 -0.85252
H -0.25293 7.67476 -0.35521
H -0.21155 6.74337 -1.95803
H 0.55417 6.27741 1.74104
H -0.69134 4.36522 3.05490
C 1.75804 3.58360 -2.20144
C 0.65743 3.15364 -3.11407
P 0.07634 1.36050 -2.97288
C 1.41489 0.32264 -3.73014
C 2.50336 1.03270 -4.50095
C -1.27411 1.46753 -4.26700
C -0.80907 1.92374 -5.65747
H 1.67084 4.67506 -2.05763
H 2.79622 3.32043 -2.47939
H 1.60176 3.20187 -1.15571
H 0.88791 3.29985 -4.17825
H -0.24959 3.76997 -2.85451
H 0.88442 -0.39730 -4.36078
H 1.86380 -0.27180 -2.89873
H 3.11358 0.31819 -5.04317
H 3.21782 1.58419 -3.81675
H 2.14212 1.73638 -5.28414
H -1.94589 2.23169 -3.80729
H -1.83872 0.48467 -4.26021
H -0.71888 3.00041 -5.78650
H -1.49788 1.57704 -6.43549
H 0.17516 1.46613 -5.81170

=====

# 2
Computed, not measured: a molecular structure, C44H54B2Cl2GeInN8OS3 at a distorted geometry, with ωB97M-V/def2-TZVPD.

Output
ΔE to the lowest compared entry with this formula, charge and spin = 17.7 kcal/mol
strongest force on any atom = 1.16 eV/Å
net charge = -1
multiplicity = 1
frontier orbital gap = 7.0 eV
LUMO energy = 2.19 eV
HOMO = -4.8 eV

Positions of all 116 atoms, in Å:
In -0.25490 0.13380 -0.82220
C -3.04950 4.31450 1.51060
C -1.52350 4.42200 1.49650
C -1.13300 5.84120 1.92060
C -0.97170 4.14510 0.09830
N -0.95860 3.44230 2.42950
C -0.08630 3.74300 3.44680
C 0.25060 2.58560 4.04900
N -0.40050 1.55870 3.42860
B -0.18220 0.11220 3.93480
N -1.50640 -0.66370 3.80210
C -2.51110 -0.35030 4.67880
C -3.63040 -0.98780 4.29660
N -3.33800 -1.71870 3.16450
C -2.01970 -1.48990 2.85680
S -1.12010 -2.18050 1.62710
C -4.42220 -2.37920 2.43680
C -3.91110 -3.23850 1.28870
C -5.34870 -1.28520 1.88500
C -5.19020 -3.29160 3.40680
N 1.01220 -0.60140 3.24870
C 1.74220 -1.50460 4.00550
C 2.94180 -1.95430 3.56450
N 3.26210 -1.85380 2.24220
C 1.33710 -0.51340 1.96650
S 1.30500 0.93050 1.08510
C 4.57870 -1.55650 1.68300
C 5.63840 -1.60260 2.78410
C 4.59970 -0.15980 1.04720
C 4.90540 -2.60260 0.61160
C -1.12970 2.08650 2.41990
S -2.12910 1.23090 1.36660
H -3.47370 5.01630 0.79830
H -3.44110 4.53610 2.50170
H -3.35080 3.30880 1.23420
H -1.63020 6.55150 1.26430
H -0.06140 5.99930 1.82890
H -1.44760 6.05330 2.94120
H -1.36460 4.86190 -0.61880
H -1.25560 3.14670 -0.22320
H 0.11530 4.20530 0.09650
H 0.22930 4.73780 3.67030
H 0.89810 2.40140 4.87940
H 0.06700 0.19520 5.10200
H -2.34220 0.30910 5.50460
H -4.59880 -0.98120 4.75120
H -3.38150 -2.62080 0.57020
H -4.75230 -3.72200 0.79550
H -3.22170 -3.99590 1.65310
H -4.78060 -0.62470 1.23320
H -5.77970 -0.68840 2.68670
H -6.16220 -1.73200 1.31740
H -4.50410 -3.99840 3.86780
H -5.94250 -3.85010 2.85330
H -5.69630 -2.73110 4.18860
H 1.38680 -1.69290 5.00350
H 3.63650 -2.43610 4.23350
H 5.38340 -0.90980 3.58370
H 6.59940 -1.31030 2.36700
H 5.73000 -2.60820 3.18890
H 4.31320 0.59920 1.77160
H 3.92240 -0.09310 0.20140
H 5.60060 0.05880 0.68470
H 4.92550 -3.60240 1.04010
H 5.87270 -2.38550 0.16690
H 4.16800 -2.58910 -0.18550
Cl 2.47740 3.36410 -3.74270
C 0.75250 3.35280 -3.76020
C 0.09750 4.19060 -4.65100
C -1.27470 4.23220 -4.69000
Cl -2.04400 5.32480 -5.80420
C -2.04710 3.42620 -3.83830
C -3.45410 3.42800 -3.77140
C -4.09360 2.61180 -2.87720
C -3.32560 1.78410 -2.04770
N -2.01900 1.77020 -2.08580
C -1.36260 2.55670 -2.94390
C 0.07680 2.50460 -2.86680
O 0.67860 1.76440 -2.02790
H 0.68030 4.81900 -5.30680
H -4.00550 4.08620 -4.42770
H -5.17100 2.60590 -2.80190
H -3.78760 1.13180 -1.31790
Ge -1.84620 -1.60230 -2.03500
C -1.24820 -3.49330 -2.05010
C -2.00320 -4.49450 -1.45240
C -1.53600 -5.79530 -1.39300
C -0.29860 -6.11440 -1.92590
C 0.45310 -5.12900 -2.54110
C -0.02270 -3.83180 -2.60780
C -1.88730 -0.77190 -3.82880
C -3.08950 -0.36350 -4.38920
C -3.11580 0.38230 -5.55340
C -1.93030 0.72700 -6.18010
C -0.72460 0.31840 -5.63570
C -0.70590 -0.42010 -4.46690
H -3.35770 -1.67290 -1.65830
H -2.96620 -4.25010 -1.02740
H -2.13540 -6.56080 -0.91780
H 0.07790 -7.12700 -1.86490
H 1.42320 -5.36020 -2.95710
H 0.57890 -3.07940 -3.09260
H -4.01590 -0.62590 -3.89020
H -4.06300 0.70790 -5.96320
H -1.94820 1.31630 -7.08670
H 0.20630 0.59110 -6.11070
H 0.24450 -0.71220 -4.04170
B 3.33500 -2.04590 -3.37920
C 2.32390 -1.40510 -2.39780
N 1.51630 -0.99930 -1.66800
H 4.26300 -1.29610 -3.51810
H 3.67720 -3.09580 -2.88470
H 2.73650 -2.21500 -4.41650
C 2.08790 -1.70450 1.42510
H 2.32930 -1.57100 0.37700
H 1.45650 -2.59780 1.54220